No. 1
Formula: C9H16O2S
Source: the OMol25 dataset
Level of theory: ωB97M-V with the def2-TZVPD basis set

The geometry in XYZ format:
```
28
Properties=species:S:1:pos:R:3
S -1.6625 -1.6386 1.0740
O 0.5118 -3.4764 2.3741
O -0.8318 -2.7111 0.1737
C -0.3345 -0.0802 -0.8037
C 0.9320 2.4694 -3.4706
C -0.0129 -2.7671 3.2020
C 0.4740 2.3365 -4.8727
C 0.5840 -1.3467 3.5961
C 0.5663 1.1992 -2.6150
C -1.1819 -0.1184 0.2163
C -0.4869 -0.3694 4.1966
C -0.1204 1.1115 -1.4681
H -0.6615 1.9375 -1.0394
H 0.7450 1.4023 -5.3143
H -0.5982 2.2592 -4.9348
H -0.8109 -0.8175 5.0708
H 2.0976 2.5777 -3.4493
H -1.2170 0.0823 3.6261
H 0.6081 3.4921 -3.0127
H -1.8612 0.6653 0.4722
H -0.2563 -3.2782 0.8300
H 0.5998 3.0605 -5.5813
H 0.1374 0.5750 4.6100
H 1.1419 -0.8686 2.8723
H 1.2968 -1.7619 4.4726
H -0.6525 -3.2235 4.0046
H -0.0510 -1.0538 -1.2658
H 1.0447 0.3429 -2.9639
```

Results
Charge: 0
Multiplicity: 1
Calculated total energy (eV): -24518.8143
Orbital gap (eV): 8.26
LUMO (eV): 0.5999
E_HOMO (eV): -7.66
F_max (eV Å⁻¹): 5.75
Structure (SMILES): CC/C=C/C=C/SO.CCC=O

=====

No. 2
Formula: C2HO4S
Source: the OMol25 dataset
Level of theory: ωB97M-V with the def2-TZVPD basis set

The geometry in XYZ format:
```
8
Properties=species:S:1:pos:R:3
S -1.9045 -0.9181 0.1289
O -0.6631 -1.7430 0.4873
O 0.9087 -0.4069 -1.5272
O 0.6135 1.9711 0.4141
O -1.3473 0.6995 0.3418
C 0.8009 -0.1055 -0.3552
C -0.0580 0.9148 0.2015
H 1.6497 -0.4119 0.3088
```

Results
Charge: -1
Multiplicity: 1
Calculated total energy (eV): -21115.0877
Orbital gap (eV): 6.55
LUMO (eV): 3.8148
E_HOMO (eV): -2.74
F_max (eV Å⁻¹): 3.97
Structure (SMILES): O=CC(=O)OS[O-]

=====

No. 3
Formula: CH4N2O2
Source: the OMol25 dataset
Level of theory: ωB97M-V with the def2-TZVPD basis set

The geometry in XYZ format:
```
9
Properties=species:S:1:pos:R:3
O 1.4229 -1.4052 -0.5217
O -1.8567 0.3846 -0.5090
N -1.5622 -0.6472 0.2902
N 0.8171 -0.6779 0.4513
C 0.8067 0.7548 0.2235
H 0.7117 1.1654 1.2439
H -1.8609 -1.4764 -0.4313
H -0.1917 0.8742 -0.3736
H 1.7132 1.0278 -0.3733
```

Results
Charge: -2
Multiplicity: 1
Calculated total energy (eV): -8167.4956
Orbital gap (alpha / beta) (eV): 5.06 / 4.66
LUMO (alpha / beta) (eV): 8.2139 / 8.1934
E_HOMO (alpha / beta) (eV): 3.15 / 3.53
F_max (eV Å⁻¹): 3.57

=====

No. 4
Formula: C4H12S
Source: the OMol25 dataset
Level of theory: ωB97M-V with the def2-TZVPD basis set

The geometry in XYZ format:
```
17
Properties=species:S:1:pos:R:3
S 0.7832 1.9286 -0.7858
C 1.4913 0.4299 -0.0355
C -2.3264 -2.5555 -0.5780
C 1.1914 0.2850 1.4503
C -1.7675 -1.7486 0.5983
H -2.0278 -0.6972 0.5730
H 0.2351 0.7571 1.6751
H -3.3019 -2.9673 -0.3153
H 1.9677 0.6954 2.0940
H 2.5578 0.4052 -0.2729
H -0.6853 -1.8448 0.7012
H 1.1493 -0.7696 1.7134
H 1.5150 2.8380 -0.1317
H 0.9883 -0.3655 -0.5821
H -2.5574 -1.8968 -1.4205
H -2.1222 -2.1640 1.5447
H -1.6639 -3.3633 -0.8713
```

Results
Charge: 0
Multiplicity: 1
Calculated total energy (eV): -15177.5541
Orbital gap (eV): 10.01
LUMO (eV): 0.9749
E_HOMO (eV): -9.03
F_max (eV Å⁻¹): 0.89
Structure (SMILES): CCS.CC

=====

No. 5
Formula: C3H5N5O2
Source: the OMol25 dataset
Level of theory: ωB97M-V with the def2-TZVPD basis set

The geometry in XYZ format:
```
15
Properties=species:S:1:pos:R:3
O 3.7466 -1.4875 -0.8140
O 3.6355 0.6154 -0.6069
N 1.3851 -1.9917 -0.9090
N 1.2660 1.3624 0.3690
N 3.0988 -0.4853 -0.5964
N -2.8031 0.9014 0.7260
N -1.4650 0.8401 0.7828
C -0.5853 0.0597 0.4651
C 0.8294 0.1975 0.1303
C 1.7011 -0.6879 -0.5004
H 0.5982 -2.5058 -0.5648
H 2.3208 -2.5049 -1.0356
H -3.1864 1.3207 1.5714
H 0.5756 2.0170 0.7144
H -3.2623 -0.1214 0.5741
```

Results
Charge: 0
Multiplicity: 1
Calculated total energy (eV): -14729.1507
Orbital gap (alpha / beta) (eV): 7.74 / 6.24
LUMO (alpha / beta) (eV): -0.6826 / -1.4865
E_HOMO (alpha / beta) (eV): -8.42 / -7.73
F_max (eV Å⁻¹): 4.39

=====

No. 6
Formula: C5H9ClN4O
Source: the OMol25 dataset
Level of theory: ωB97M-V with the def2-TZVPD basis set

The geometry in XYZ format:
```
20
Properties=species:S:1:pos:R:3
Cl -3.1860 1.7971 -0.4765
O -1.8964 -2.8656 0.0868
N -3.2305 -0.7658 1.0887
N -1.5857 -1.5897 -0.2166
N 1.9286 -1.3196 0.0059
N 0.6429 0.8822 -0.0245
C -0.6580 1.3080 -0.2706
C 1.1383 -0.3439 0.0666
C -2.2687 -0.6207 0.2231
C 1.7167 1.8707 0.0926
C -1.9053 0.7141 -0.1951
H 2.1416 2.2187 -0.8675
H -1.4430 -3.4500 -0.4852
H 1.3722 2.7582 0.7694
H -3.6267 0.0635 1.4267
H 1.7584 -2.1161 0.5153
H 2.6073 -1.3629 -0.8755
H -0.6068 2.3581 -0.5921
H -3.3596 -1.6604 1.5424
H 2.5558 1.3558 0.6735
```

Results
Charge: +2
Multiplicity: 1
Calculated total energy (eV): -25837.6436
Orbital gap (alpha / beta) (eV): 5.41 / 8.02
LUMO (alpha / beta) (eV): -11.0156 / -9.5944
E_HOMO (alpha / beta) (eV): -16.42 / -17.62
F_max (eV Å⁻¹): 6.49

=====

No. 7
Formula: C39H31F4N3O11S
Source: the OMol25 dataset
Level of theory: ωB97M-V with the def2-TZVPD basis set

The geometry in XYZ format:
```
89
Properties=species:S:1:pos:R:3
S 0.6415 -5.1697 2.1935
F -2.6026 -0.8725 -1.8648
F -0.9028 1.7305 -0.4934
F -1.8996 0.0000 0.3277
F -2.1064 1.1455 -2.6300
O 6.7617 -2.8745 5.0602
O 1.3444 -1.3984 -10.0620
O -6.6215 -0.5259 1.7338
O 6.0302 -7.6639 7.1948
O -4.8228 4.4466 2.0435
O 3.4229 2.3244 -2.1816
O -0.5060 -2.1173 0.8124
O -12.6702 4.2006 -0.9045
O -8.7482 5.4178 2.4376
O 3.5544 -0.5813 -1.8136
O 2.9585 1.4204 -5.8819
N 7.0105 -2.3029 1.0819
N 1.9125 -2.7098 2.0859
N 1.3820 1.1980 -2.0310
C 2.5880 0.7762 -6.8412
C 2.7579 -1.2681 -8.1843
C 1.4312 -3.8338 2.0855
C -10.9973 5.7371 -0.2865
C -4.3211 2.1752 1.6859
C 4.7562 -1.5979 1.9951
C 1.8531 3.2691 -0.6951
C 6.8315 -4.2141 6.9947
C 1.5448 1.2932 -7.7603
C 6.1432 -5.1205 4.7264
C 6.1981 -6.5686 6.7069
C -9.6486 5.1393 1.6727
C 2.9081 -1.5270 0.2404
C 1.8195 -1.8976 0.9242
C 2.7027 -0.6601 -0.9627
C 4.3198 -1.9134 0.5496
C -11.7728 4.4793 -0.1406
C -11.4066 3.5749 0.9798
C -1.0106 0.3901 -0.6145
C -6.6752 2.9973 2.1715
C 6.2912 -1.6000 2.1781
C 0.3298 -0.3093 -0.4472
C 1.4044 0.1007 -1.1322
C -5.2354 3.3090 1.9732
C 1.1398 0.5852 -8.8112
C 5.9600 -6.3244 5.2610
C -10.0133 6.0429 0.5548
C -10.4225 3.8819 1.8203
C -4.7709 0.9257 1.6092
C 2.3340 2.2376 -1.6916
C 6.6489 -5.4178 7.5305
C 1.7141 -0.7524 -9.1063
C 0.4661 -1.4858 0.4674
C 1.4491 0.7955 -3.4571
C 3.1625 -0.5595 -7.1335
C 6.5942 -3.9721 5.5509
C -7.1216 1.7456 2.0933
C -6.2080 0.6117 1.8057
C -1.6268 0.0417 -2.0256
H 6.6620 -0.5762 2.2321
H 3.1630 -2.2443 -8.4181
H -11.9842 2.6636 1.0680
H 4.3272 -0.6456 2.3079
H -9.4348 6.9537 0.4679
H 7.8524 -1.7771 0.8770
H 5.0236 -1.4648 -0.1432
H 7.3701 -3.1795 1.4443
H 0.9866 2.9434 -0.1301
H 4.3643 -2.3838 2.6387
H 1.6827 4.2064 -1.2200
H 6.8166 -5.6180 8.5810
H -0.8597 -0.3944 -2.6671
H 0.3811 0.9424 -9.4957
H 2.2218 1.3208 -4.0071
H -4.1184 0.0879 1.4007
H 6.5234 -2.0889 3.1240
H 1.1399 2.2695 -7.5255
H 3.9209 -0.9153 -6.4476
H 5.9738 -4.9203 3.6754
H -10.1410 3.2386 2.6449
H 2.6736 3.4318 0.0046
H -11.2795 6.3809 -1.1096
H 5.6320 -7.1759 4.6786
H 7.1585 -3.3617 7.5762
H 0.4981 1.0762 -3.9236
H 1.5523 -0.2816 -3.5823
H 4.4082 -2.9923 0.3941
H -3.2767 2.4242 1.5438
H -8.1650 1.4910 2.2336
H -7.3287 3.8351 2.3816
```

Results
Charge: 0
Multiplicity: 1
Calculated total energy (eV): -89636.6558
Orbital gap (eV): 7.64
LUMO (eV): -1.7902
E_HOMO (eV): -9.43
F_max (eV Å⁻¹): 1.40
Structure (SMILES): CC(=O)N(C)C1=C(C(F)(F)C(F)F)C(=O)C(N=C=S)=C(CCCN)C1=O.O=C1C=CC(=O)C=C1.O=C1C=CC(=O)C=C1.O=C1C=CC(=O)C=C1.O=C1C=CC(=O)C=C1

=====

No. 8
Formula: C22H24CrFN5OS
Source: the OMol25 dataset
Level of theory: ωB97M-V with the def2-TZVPD basis set

The geometry in XYZ format:
```
55
Properties=species:S:1:pos:R:3
Cr -0.2075 -1.1732 -0.3018
S -1.8970 -3.8386 -0.2377
F -0.2248 -2.4420 -1.7075
O -1.2699 -2.7712 0.6264
N -2.5092 0.6817 -0.5509
N 1.5142 -1.7779 0.4876
N 2.6675 -1.1114 0.3421
N 0.3557 0.5676 -0.0893
N -1.9339 -0.4554 -0.9616
C -3.5798 -3.9233 0.4874
C 3.1446 -2.9283 1.4902
C 2.7534 0.1065 -0.3539
C -1.2223 -5.3768 0.4919
C 0.1407 2.5750 1.2230
C -3.7489 0.7904 -1.0810
C -0.4418 1.5690 0.4332
C 1.6203 0.9262 -0.5268
C 3.9840 0.5089 -0.8665
C -1.8414 1.6187 0.2559
C 1.7875 -2.8774 1.1803
C 3.6763 -1.7860 0.9343
C 1.7937 2.1268 -1.2295
C 3.0171 2.5121 -1.7233
C -2.7970 -1.0709 -1.7600
C -3.9661 -0.3220 -1.8605
C 4.1414 1.7092 -1.5440
C -2.7710 4.8144 2.1013
C -2.5765 2.6511 0.8367
C 5.4745 2.1244 -2.0792
C -1.9763 3.6708 1.5576
C -0.5984 3.6026 1.7577
H -4.2494 -4.3816 -0.2303
H 5.5319 3.2071 -2.1589
H -4.8471 -0.5516 -2.4202
H 4.6847 -1.4276 0.9401
H -1.8861 -6.2135 0.3046
H 5.6317 1.7095 -3.0754
H -3.1360 4.5841 3.1018
H -2.5126 -1.9773 -2.2592
H -0.1021 4.3692 2.3315
H -1.1007 -5.2161 1.5579
H 1.0031 -3.5610 1.4420
H 3.6640 -3.6981 2.0236
H -3.5845 -4.4702 1.4210
H 3.1047 3.4442 -2.2599
H -4.3934 1.6243 -0.9022
H -3.6492 2.6606 0.7195
H 4.8370 -0.1416 -0.7594
H 1.2076 2.5362 1.3869
H 0.9294 2.7555 -1.3797
H -3.8845 -2.8949 0.6615
H 6.2824 1.7744 -1.4406
H -0.2596 -5.5668 0.0266
H -2.1483 5.7031 2.1649
H -3.6296 5.0315 1.4708
```

Results
<S²>: 1.192
Charge: +1
Multiplicity: 2
Calculated total energy (eV): -74670.2434
Orbital gap (alpha / beta) (eV): 7.00 / 7.29
LUMO (alpha / beta) (eV): -3.2785 / -2.8806
E_HOMO (alpha / beta) (eV): -10.28 / -10.17
F_max (eV Å⁻¹): 2.19

=====

No. 9
Formula: C5H14N2O
Source: the OMol25 dataset
Level of theory: ωB97M-V with the def2-TZVPD basis set

The geometry in XYZ format:
```
22
Properties=species:S:1:pos:R:3
O -0.5474 1.3564 -3.0163
N -0.7327 -0.9749 0.3486
N 1.9673 -0.0779 1.9107
C 0.1251 0.1643 0.1384
C -1.3214 0.9814 -1.8948
C -0.6104 1.2792 -0.5894
C 0.8935 0.7287 1.3197
C -0.0803 -2.2537 0.5273
H 0.1325 0.9243 2.0906
H -1.4293 -0.7294 1.0435
H 0.0979 0.7338 -3.1920
H 0.5021 -2.4244 -0.3827
H 1.5547 -0.7858 2.5027
H 2.4744 -0.5303 1.1649
H 0.0460 2.1379 -0.7755
H 0.9073 -0.1637 -0.5733
H 1.2971 1.7109 1.1041
H -0.7464 -3.0980 0.6488
H -1.2503 1.7835 0.1525
H -1.6942 -0.0426 -1.9414
H -2.2357 1.5787 -1.9207
H 0.6504 -2.2982 1.3345
```

Results
Charge: 0
Multiplicity: 1
Calculated total energy (eV): -10438.8101
Orbital gap (eV): 9.47
LUMO (eV): 0.9061
E_HOMO (eV): -8.57
F_max (eV Å⁻¹): 2.88
Structure (SMILES): CN[C@H](CN)CCO

=====

- What is the formula in the eighth record?
  C22H24CrFN5OS